*w*
C5H18N2O4 | ωB97M-V with the def2-TZVPD basis set

Values from the calculation:
**HOMO energy**: -8.7 eV

```
29
C5H18N2O4 ωB97M-V with the def2-TZVPD basis set
C -0.45538 -1.72283 -2.30084
N -0.98371 -0.41954 -1.91917
C -0.67561 0.02978 -0.55694
C 0.81236 0.13857 -0.22515
N 1.01249 1.48238 0.34479
C 1.19257 -0.92002 0.81404
C 2.65378 -0.98784 1.11988
O 3.46341 -0.11917 0.90923
H 0.59574 -1.65945 -2.55409
H -0.68304 -2.40552 -1.45512
H -1.16606 -2.23099 -2.97543
H -0.90650 0.37066 -2.54268
H -1.18858 -0.68767 0.09323
H -1.18452 0.96167 -0.32334
H 1.28774 0.04586 -1.20192
H 1.92394 1.65529 0.74782
H 0.74941 2.27883 -0.21922
H 0.80690 -1.86853 0.44761
H 0.62449 -0.68865 1.73463
H 3.03484 -1.89368 1.65350
O -2.31483 1.41459 3.11858
H -1.89222 1.67014 2.28720
H -1.68481 1.16641 3.80183
O 0.69621 3.52794 -2.03349
H 1.56860 3.13018 -1.97786
H 0.17716 2.72057 -1.89866
O -2.18685 -1.90219 1.59228
H -2.19810 -1.23761 2.29202
H -3.07943 -1.84918 1.22725
```

=====

*x*
C5H18N2O4 | ωB97M-V with the def2-TZVPD basis set

Values from the calculation:
**HOMO energy**: -9.1 eV

```
29
C5H18N2O4 ωB97M-V with the def2-TZVPD basis set
C -2.25557 -0.09096 -0.52706
N -1.15156 -0.53802 0.32249
C -0.44358 -1.69107 0.17102
O -0.49661 -2.40116 -0.76132
C 0.85166 -1.88952 0.98684
C 1.67766 -0.61704 1.28159
C 1.57964 0.20562 2.50136
N 1.86469 1.56262 2.27479
H -3.34466 -0.55958 -0.30386
H -2.04549 -0.31788 -1.56348
H -2.43587 0.97535 -0.16364
H -1.08342 -0.14549 1.16996
H 0.47303 -2.27141 1.95185
H 1.36896 -2.70017 0.36429
H 2.65818 -0.90491 1.27751
H 1.45061 0.00549 0.38784
H 2.27367 -0.18794 3.42228
H 0.63692 0.15284 3.01278
H 1.16926 2.01515 1.82484
H 2.68113 1.71876 1.72505
O 0.30704 1.30082 -0.78777
H 0.12733 0.87300 -1.55440
H -0.23610 2.09425 -0.78447
O -0.97629 -1.89780 -3.21930
H -0.70197 -2.16259 -2.40777
H -0.35203 -1.39891 -3.77137
O -1.05303 3.15984 -2.04078
H -2.05654 3.10374 -2.22871
H -0.48706 2.60696 -2.56054
```

=====

Stability summary - winner: *w*; margin: 85.3 kJ/mol.

=====

*w*
C3H11N3O2 | ωB97M-V with the def2-TZVPD basis set

Values from the calculation:
**HOMO energy**: -9.8 eV

```
19
C3H11N3O2 ωB97M-V with the def2-TZVPD basis set
N -0.09508 2.11790 1.61113
C -1.38734 1.75796 1.15450
O -2.26280 2.59779 0.95550
O -1.47868 0.44320 0.91125
H 0.35558 1.45203 2.21364
H -0.05163 3.09121 1.98920
H -0.76769 -0.17033 0.52199
C 1.41671 -0.82396 0.42809
N 0.16267 -1.40291 -0.12040
C 0.14841 -1.33635 -1.59368
N -0.50741 -0.14053 -2.08380
H 1.37390 -0.94743 1.52094
H 2.23583 -1.34977 -0.01230
H 1.38849 0.23166 0.08307
H 0.16118 -2.41701 0.04251
H -0.35031 -2.23895 -1.91580
H 1.16225 -1.48372 -1.98156
H -1.49266 -0.10719 -1.79497
H -0.01144 0.72640 -1.92933
```

=====

*x*
C3H11N3O2 | ωB97M-V with the def2-TZVPD basis set

Values from the calculation:
**HOMO energy**: -8.9 eV

```
19
C3H11N3O2 ωB97M-V with the def2-TZVPD basis set
C -2.12071 0.66389 -1.33635
N -2.07194 1.09625 -0.12508
O -0.14733 -0.56774 -1.37401
H 0.31824 -0.24388 -2.15603
H -0.82509 1.34134 0.18777
H -2.66060 0.60468 0.53927
H -1.59686 1.23228 -2.09181
H -2.83754 -0.07451 -1.67963
C 0.36271 -0.99714 1.00052
C 0.77177 0.05139 -0.04416
N 2.13396 -0.02536 -0.37423
N 0.90137 -0.71871 2.32524
O 0.38191 1.28980 0.18657
H 2.42468 -0.91698 -0.74815
H 2.45454 0.76219 -0.92001
H 0.63568 0.22199 2.60071
H 1.91552 -0.72349 2.28575
H 0.68586 -1.98590 0.67345
H -0.72618 -1.01011 1.05018
```

=====

Stability summary - winner: *w*; margin: 160.3 kJ/mol.

=====

*w*
C3H4F2O | ωB97M-V with the def2-TZVPD basis set

Values from the calculation:
**HOMO energy**: -11.0 eV

```
10
C3H4F2O ωB97M-V with the def2-TZVPD basis set
C 1.62357 0.46920 0.14346
C 0.63130 -0.39473 0.24808
C -0.77949 0.00477 -0.01522
O -1.54830 -1.04775 -0.70506
F -0.88791 1.13611 -0.74857
F -1.43660 0.28471 1.14328
H 2.63441 0.19574 0.38866
H 1.45847 1.48126 -0.18913
H 0.74669 -1.41282 0.58282
H -2.44213 -0.71648 -0.84833
```

=====

*x*
C3H4F2O | ωB97M-V with the def2-TZVPD basis set

Values from the calculation:
**HOMO energy (spin up / spin down)**: -9.0 / -7.5 eV

```
10
C3H4F2O ωB97M-V with the def2-TZVPD basis set
C 1.23714 0.50947 -0.23154
C -0.26499 0.36585 0.38074
C -1.39964 -0.41842 -0.16415
O 1.83010 -0.38154 -0.99132
F -0.72990 1.63649 0.79663
F -1.58193 -1.63194 0.45699
H 1.76004 0.97872 0.52904
H 0.20696 -0.29385 1.22963
H -2.27769 0.04571 -0.41695
H 1.21992 -0.81049 -1.58908
```

=====

Stability summary - winner: *w*; margin: 439.2 kJ/mol.

=====

*w*
C5H14NO2 | ωB97M-V with the def2-TZVPD basis set

Values from the calculation:
**HOMO energy**: -3.6 eV
**Charge**: -1

```
22
C5H14NO2 ωB97M-V with the def2-TZVPD basis set
C 0.48176 2.40223 0.18010
N -0.44651 1.33941 0.44095
C 0.31393 -1.10598 -2.52158
C 0.71596 -0.15033 -1.37381
C -0.58929 0.29743 -0.53590
C -1.21275 -1.01667 0.09136
O -0.23056 -1.67846 0.83784
H 1.40050 2.23875 -0.33744
H 0.53395 3.06332 1.03628
H -0.05506 3.01720 -0.59269
H -0.13157 0.96057 1.38425
H 1.00317 -0.90284 -3.25129
H 0.49586 -2.15310 -2.28033
H -0.80194 -0.99910 -2.73322
H 1.42422 -0.60023 -0.76306
H 1.17154 0.75697 -1.78051
H -1.25677 0.78430 -1.35359
H -2.11543 -0.72604 0.66405
H -1.54642 -1.75624 -0.64388
H 1.53412 -0.27634 2.61200
H 0.20418 -0.88590 1.93206
O 0.60650 -0.12870 2.65963
```

=====

*x*
C5H14NO2 | ωB97M-V with the def2-TZVPD basis set

Values from the calculation:
**HOMO energy**: -3.4 eV
**Charge**: -1

```
22
C5H14NO2 ωB97M-V with the def2-TZVPD basis set
C -1.65475 0.82474 1.98274
C -0.74024 0.29980 0.90153
C -1.34652 -0.69913 -0.08862
C -1.48065 -2.06568 0.65453
N -0.38448 1.56199 0.09559
C 1.02178 1.33438 -0.45419
O 1.09223 0.24930 -1.19880
H -2.42896 1.52370 1.68132
H -2.28140 -0.05455 2.50231
H -1.15200 1.34639 2.75061
H 0.15198 -0.09606 1.42598
H -2.27282 -0.44280 -0.44080
H -0.61238 -0.88623 -0.98484
H -2.23155 -2.58924 0.01448
H -1.86954 -2.28810 1.67893
H -0.59808 -2.70870 0.59408
H -0.97094 1.47727 -0.91961
H 1.30679 2.39529 -0.84734
H 1.76456 1.25804 0.37043
H 2.30693 -0.77778 -1.19764
H 3.22505 -0.55851 -2.44483
O 3.10226 -1.08648 -1.65473
```

=====

*y*
C5H14NO2 | ωB97M-V with the def2-TZVPD basis set

Values from the calculation:
**HOMO energy**: -3.3 eV
**Charge**: -1

```
22
C5H14NO2 ωB97M-V with the def2-TZVPD basis set
C -1.51449 0.70059 0.15410
C -0.41903 0.63595 -0.91666
C 0.06666 -0.80816 -1.09683
C 1.19365 -1.26556 -0.15660
C 0.85396 -1.62583 1.31417
O 0.18432 -0.69944 2.06118
N -0.86627 1.21871 -2.17311
H -1.13508 0.26455 1.07432
H -1.75951 1.74936 0.33138
H -2.45934 0.23414 -0.19754
H 0.39213 1.23269 -0.47836
H -0.81499 -1.43542 -1.00601
H 0.40817 -0.96643 -2.10584
H 1.93434 -0.44630 -0.11853
H 1.66583 -2.15888 -0.56051
H 0.33819 -2.62280 1.24589
H 1.89255 -1.87052 1.70289
H -0.58971 2.17525 -2.34429
H -1.87192 1.16667 -2.28954
H 0.81566 0.68440 1.95883
H 0.47522 2.19874 1.65449
O 1.20967 1.63829 1.94653
```

=====

Stability summary - winner: *y*; margin: 88.5 kJ/mol.